Formula: C43H84ClF3N7O8S2
Source: the Open Molecules 2025 dataset
Level of theory: wB97M-V/def2-TZVPD

Values from the calculation:
- M: 983.77 g mol⁻¹
- ΔE to the lowest compared entry with this formula, charge and spin: 4.208 eV
- HOMO-LUMO gap: 5.85 eV
- Energy: -4229.68883 hartree
- Net charge: +1

Structure (XYZ):
```
148
Properties=species:S:1:pos:R:3:forces:R:3
C -7.2251 -0.8858 -2.5907 -0.2989 0.9391 -0.8129
C -6.7469 0.3779 -3.4278 0.8039 -1.0514 0.1187
C -5.2337 0.2295 -3.9336 -0.7232 1.2250 -0.4332
C -4.6031 1.6751 -3.8952 1.1886 -0.2547 1.0501
C -3.1245 1.7017 -4.5155 -1.5815 -0.9982 -0.7368
N -2.1693 2.4713 -3.6589 1.0116 0.7251 0.6622
C -2.2374 3.8765 -3.7006 0.3727 0.7492 1.6700
S -3.4665 4.6768 -4.8073 0.6320 -0.1226 -0.1331
C -1.3487 4.7216 -2.8820 -0.5329 -3.0646 -0.4244
C -1.4790 6.2558 -3.0433 -0.1356 1.2301 -0.2404
F -1.1996 6.5801 -4.3601 -0.7270 -0.3853 1.7428
F -0.6256 7.0043 -2.2979 -0.6435 -1.3620 -0.5497
F -2.7452 6.6712 -2.6883 1.7404 -0.6079 -0.7652
C -0.4260 4.0185 -1.9915 0.1789 -0.6147 -1.4029
C 0.5257 4.8045 -1.0423 0.0273 1.3025 1.4142
O 0.0679 5.1381 0.0223 -0.1495 -0.7464 -0.7479
O 1.8194 5.1727 -1.3543 -1.4069 -1.7549 -0.6146
C 2.8068 4.5435 -0.5051 2.1407 0.2222 0.6528
C 3.0739 5.2883 0.8662 -1.1833 -1.1479 0.5705
C 2.4010 4.4968 2.0803 -0.7337 0.6239 -0.2346
Cl 4.8701 5.2517 1.1769 -0.7179 0.3378 -0.3800
C -0.3668 2.5597 -1.9381 -1.7396 1.8174 -0.9796
C 0.6190 1.8973 -0.9377 -0.2757 -1.4655 -1.1392
O 1.8383 1.6698 -1.6729 -0.3694 -0.0341 0.6794
C 2.6545 0.6951 -0.9901 1.5706 -0.0453 0.3071
C 4.1841 0.8421 -1.3906 -0.4042 -0.1105 0.0041
C -1.2833 1.8014 -2.8220 1.5848 0.6768 1.0630
C -1.1780 0.2558 -2.7230 -0.1403 -0.2901 0.4329
C -2.0700 -0.2934 -1.4998 0.4990 0.2892 0.3002
C -1.2561 -1.2686 -0.5365 -0.1297 -0.0855 0.0478
C -1.8990 -2.7175 -0.4003 0.6917 -0.1058 0.4534
C -2.1754 -3.1725 1.0821 -0.5814 0.2247 -0.1638
C -1.0122 -2.8509 2.1016 -0.1481 -0.0400 0.4316
C -0.6181 -4.0325 3.0745 0.5569 0.9647 0.5754
S -2.0308 -5.0330 3.7093 0.0119 0.7865 0.5511
C -2.5713 -4.4012 5.3095 -0.7951 -2.0590 0.7412
N -3.2760 -5.2857 6.0478 1.6669 2.3230 -1.3624
N -3.6146 -4.6203 7.2025 1.3212 3.0732 -0.6914
C -3.0998 -3.3838 7.1021 -1.3778 -2.6633 0.6320
O -2.4107 -3.1753 5.9056 -0.9806 -1.3529 0.7185
H -8.3464 -0.8106 -2.5254 1.0972 -0.4084 0.0201
H -6.9232 -1.7954 -3.1785 -0.4244 0.6559 0.8890
H -6.8227 -0.8831 -1.5463 -0.1402 -0.1475 -0.9997
H -6.8266 1.3083 -2.7966 -0.1265 -0.8687 -0.7970
H -7.3694 0.4338 -4.3583 0.3332 0.3193 1.0180
H -4.6431 -0.4952 -3.3174 -0.4621 0.7065 -0.4237
H -5.2125 -0.1141 -5.0068 -0.0983 0.0732 1.0746
H -5.2623 2.4738 -4.3168 0.5050 -1.0028 0.0634
H -4.4685 1.9386 -2.7999 -0.2559 -0.1879 -1.0464
H -3.1228 2.0823 -5.5760 0.1619 -0.0173 1.3225
H -2.8382 0.6230 -4.6036 0.2489 1.2207 0.4117
H -4.7088 4.5609 -4.2356 0.9936 -0.3799 0.3751
H 2.6154 3.4659 -0.2801 -0.2003 0.9617 -0.4862
H 3.7734 4.5705 -1.0834 -1.2082 0.0874 0.3668
H 2.6425 6.3229 0.8193 0.9662 -0.8304 0.0383
H 3.0473 4.4908 2.9921 -0.4999 -0.1034 -0.9284
H 2.0969 3.4511 1.7795 0.6525 0.9832 0.3883
H 1.4404 5.0143 2.3550 0.8955 -0.4764 -0.2570
H 0.7794 2.4788 0.0081 -0.2432 -0.2521 -0.8885
H 0.2404 0.8693 -0.6655 0.0169 1.2362 0.0924
H 2.5917 0.8944 0.1198 -0.1834 -0.4433 -0.9980
H 2.3513 -0.3590 -1.2474 -0.2052 1.0312 0.4475
H 4.8073 0.8022 -0.4563 -0.4818 0.1249 -0.9915
H 4.5105 0.0005 -2.0517 -0.3315 0.7134 0.5502
H 4.3591 1.7930 -1.9562 -0.1747 -0.7253 0.6639
H -1.3951 -0.2899 -3.6735 0.0864 0.6602 0.7835
H -0.1207 -0.0257 -2.4513 -1.0131 0.6978 -0.5723
H -2.3803 0.5971 -0.8835 0.1199 -0.8397 -0.6470
H -3.0028 -0.8039 -1.8454 0.8280 0.5187 0.1075
H -0.1908 -1.4289 -0.8736 -1.0491 0.4331 0.0821
H -1.1672 -0.7377 0.4576 -0.2176 -0.7962 -0.8994
H -2.8330 -2.7888 -1.0134 0.7201 0.0230 0.5822
H -1.1655 -3.4647 -0.8270 -0.8318 0.7426 0.3081
H -3.1045 -2.6652 1.4802 0.9113 -0.4507 -0.5323
H -2.4407 -4.2651 1.0320 0.4922 1.1321 0.1386
H -0.0619 -2.4877 1.6112 -0.9430 -0.4959 0.3036
H -1.3606 -1.9967 2.7559 0.4394 -0.8704 -0.6578
H 0.1197 -4.7596 2.6281 -0.9781 0.6494 0.3147
H -0.1021 -3.5785 3.9701 -0.4258 -0.5955 -0.9123
H -3.2841 -2.6688 7.9295 0.7436 -0.0788 -1.2720
C -5.2561 10.2073 -6.5316 0.0970 0.1849 -0.0926
C -4.8739 8.7401 -6.3661 -0.3255 0.1630 0.0654
C -5.7563 7.7767 -7.1813 0.1533 -0.1652 0.0898
O -7.0390 7.5399 -6.6200 0.1729 0.0726 -0.2904
C -8.0108 8.5277 -6.9265 -0.1674 -0.1171 0.2662
N -4.8839 8.4048 -4.9372 -0.0612 -0.2787 -0.1052
H -6.1651 10.4667 -5.9867 0.0218 -0.0960 -0.0197
H -4.4619 10.8510 -6.1491 -0.0395 -0.0857 0.0251
H -5.4067 10.4566 -7.5850 -0.0176 -0.0152 0.0445
H -3.8479 8.6319 -6.7345 -0.0477 -0.1176 0.0043
H -5.2608 6.7997 -7.1977 -0.0571 -0.0170 0.0538
H -5.8436 8.0982 -8.2263 -0.0517 0.1129 0.0350
H -7.8776 8.9369 -7.9315 0.0789 0.0271 0.0380
H -7.9858 9.3279 -6.1843 -0.0277 0.1477 -0.1500
H -8.9944 8.0591 -6.8719 0.0851 -0.0643 -0.0210
H -4.5405 7.4540 -4.8238 0.1615 0.0813 0.0657
H -5.8594 8.3441 -4.6482 0.0841 0.1478 0.0236
C 7.6745 -2.4304 3.4433 0.1044 -0.0131 0.0259
C 7.5314 -2.5017 1.9265 -0.1855 0.1298 0.2896
C 7.4748 -1.1206 1.2491 0.0978 -0.2327 -0.3024
O 6.2208 -0.4595 1.3731 0.2424 0.1745 0.0904
C 6.0424 0.2404 2.5937 -0.3222 -0.0721 -0.1070
N 6.3546 -3.3155 1.5971 0.0073 0.1706 -0.2780
H 6.7466 -2.1470 3.9394 0.0565 -0.0193 -0.0525
H 7.9623 -3.4046 3.8433 -0.0766 0.0281 -0.0584
H 8.4475 -1.7125 3.7306 -0.0455 -0.0053 0.0044
H 8.4188 -3.0163 1.5431 -0.0633 0.0756 -0.1297
H 7.6226 -1.2665 0.1745 -0.1104 0.0278 0.0152
H 8.2906 -0.4713 1.5893 -0.0650 0.0085 0.1394
H 6.9758 0.6789 2.9564 0.0101 -0.0803 0.0173
H 5.6138 -0.4200 3.3506 0.1430 0.0716 0.1635
H 5.3270 1.0469 2.4174 0.0579 0.0042 -0.0820
H 6.3141 -3.4384 0.5875 0.0557 -0.1409 0.0608
H 5.5308 -2.7528 1.8042 0.0666 -0.1054 0.1135
C 6.0737 -3.1643 9.4272 0.0334 0.0286 0.2329
C 6.9261 -3.7411 8.3012 -0.3551 0.1685 -0.0650
C 7.4559 -2.6766 7.3230 0.2229 -0.2694 -0.0857
O 6.4894 -2.2011 6.3948 0.1305 0.2424 0.3170
C 5.6458 -1.1786 6.8950 -0.1431 -0.1789 -0.2481
N 6.1567 -4.7802 7.6071 0.2069 0.1069 -0.2030
H 5.0766 -2.8752 9.0908 0.0669 -0.0210 -0.0669
H 5.9399 -3.9046 10.2181 0.0024 -0.0019 -0.0994
H 6.5520 -2.2872 9.8711 -0.0305 -0.0171 -0.0268
H 7.7957 -4.2161 8.7674 0.0307 0.0307 -0.1272
H 8.2401 -3.1391 6.7156 -0.0935 0.0087 -0.0664
H 7.9271 -1.8403 7.8543 -0.1275 0.0454 0.0592
H 6.1703 -0.5148 7.5879 -0.0089 -0.0628 0.0502
H 4.7672 -1.6127 7.3766 -0.0045 0.1576 0.1648
H 5.2964 -0.5864 6.0464 0.0840 -0.0283 -0.0231
H 6.7575 -5.2274 6.9182 -0.0269 -0.1069 0.1176
H 5.4528 -4.3083 7.0414 -0.0212 -0.0707 0.1279
C -1.3829 -7.3744 -1.8440 0.0709 0.0754 -0.2012
C -0.8757 -7.2078 -0.4150 -0.2823 -0.2194 -0.1253
C -0.5607 -8.5413 0.2870 0.0910 0.1099 0.2724
O -1.7051 -9.2471 0.7385 0.2808 -0.0003 -0.2622
C -2.3440 -10.0356 -0.2522 -0.2400 0.0168 0.2315
N -1.8487 -6.4128 0.3456 0.1480 -0.1211 0.1149
H -2.4167 -7.7206 -1.8829 0.0571 -0.0165 0.0864
H -1.3474 -6.4191 -2.3730 -0.0190 -0.0205 0.0734
H -0.7642 -8.0838 -2.3990 -0.0422 0.0105 0.0305
H 0.0598 -6.6399 -0.4703 0.0098 -0.0584 0.1167
H 0.0185 -8.3179 1.1884 -0.0935 -0.0188 0.0263
H 0.0715 -9.1849 -0.3370 -0.0882 0.0099 -0.1137
H -1.6286 -10.4697 -0.9563 0.0141 0.0815 -0.0224
H -3.0907 -9.4436 -0.7859 0.0384 -0.0936 -0.1884
H -2.8682 -10.8481 0.2526 0.0823 0.0490 0.0508
H -1.4654 -6.2251 1.2703 0.0052 -0.0673 -0.0817
H -2.6486 -7.0159 0.5355 0.0269 0.0811 -0.0481
```
Positions in Å, forces in eV/Å.

Results of the Mulliken charge analysis, in e, for atoms 1 through 4: atom 1 (C): -1.175, atom 2 (C): -0.445, atom 3 (C): -0.470, atom 4 (C): -0.314